# 1
Entry from the Open Molecules 2025 dataset: a cluster of 2 separate species, C5H10NP in total (ωB97M-V/def2-TZVPD).

Output
HOMO-LUMO gap = 9.06 eV
calculated total energy = -592.51259 Ha
HOMO level = -8.3 eV
M = 115.12 g/mol
SMILES string = C/C=P/CC.C#N

```
17
C5H10NP (ωB97M-V/def2-TZVPD)
C 0.402 -1.303 -2.182
C -0.274 -0.574 -1.101
P -0.561 1.058 -1.143
C -1.606 1.160 0.430
C -0.718 1.437 1.666
H 1.128 -0.660 -2.722
H -0.366 -1.579 -2.938
H 0.870 -2.244 -1.871
H -0.508 -1.291 -0.296
H -1.906 0.116 0.545
H -2.420 1.897 0.492
H -1.355 2.018 2.426
H -0.270 0.488 2.182
H 0.106 1.996 1.295
C 2.582 -0.759 1.107
N 2.093 -0.336 0.196
H 2.800 -1.424 1.914
```

Löwdin population analysis, charges in e, atoms 1 to 6: -0.2450, -0.5965, 0.9149, -0.5086, -0.2132, 0.0676

# 2
Entry from the Open Molecules 2025 dataset: the ion C5H10NS with charge +1 (ωB97M-V/def2-TZVPD).

Output
HOMO-LUMO gap = 9.25 eV
calculated total energy = -649.07120 Ha
HOMO level = -14.0 eV
charge = +1
M = 116.21 g/mol
SMILES string = C=CCC[N@@H+]1CS1

```
17
C5H10NS (ωB97M-V/def2-TZVPD)
C -1.500 1.922 0.408
C -1.152 1.283 -0.715
C -0.814 -0.186 -0.973
C -0.355 -0.845 0.288
N 1.031 -0.475 0.701
C 2.146 -1.025 0.013
S 2.109 -1.335 1.837
H -1.885 2.821 0.351
H -1.414 1.467 1.355
H -1.357 1.585 -1.662
H -1.677 -0.639 -1.218
H 0.007 -0.258 -1.695
H -0.827 -0.435 1.186
H -0.226 -1.947 0.278
H 1.064 0.581 0.659
H 1.919 -2.061 -0.533
H 2.930 -0.454 -0.280
```

Löwdin population analysis, charges in e, atoms 1 to 6: 0.0784, -0.1147, -0.1359, -0.1607, -0.4228, -0.3078

# 3
Entry from the Open Molecules 2025 dataset: the ion C5H10NS with charge +1 (ωB97M-V/def2-TZVPD).

Output
HOMO-LUMO gap (spin up / spin down) = 7.22 / 7.10 eV
calculated total energy = -649.05496 Ha
HOMO level (spin up / spin down) = -13.1 / -13.0 eV
charge = +1
M = 116.21 g/mol

```
17
C5H10NS (ωB97M-V/def2-TZVPD)
C -0.161 -1.291 0.104
C -0.520 -2.521 0.219
C 0.295 0.921 0.924
C 1.606 1.173 0.187
C -0.988 0.516 -1.185
N -0.667 0.032 0.179
S 2.450 -0.367 -0.286
H 0.197 -3.311 0.067
H -1.526 -2.854 0.458
H 0.503 0.417 1.869
H -0.196 1.876 1.124
H 1.466 1.791 -0.700
H 2.266 1.700 0.876
H -0.131 0.339 -1.830
H -1.841 -0.039 -1.579
H -1.221 1.578 -1.170
H -1.530 0.042 0.742
```

Löwdin population analysis, charges in e, atoms 1 to 6: -0.1191, 0.0873, -0.1779, -0.5812, 0.0206, -0.1672

# 4
Entry from the Open Molecules 2025 dataset: a structure of composition C5H10NaO4 (ωB97M-V/def2-TZVPD).

Output
HOMO-LUMO gap (spin up / spin down) = 6.24 / 7.27 eV
calculated total energy = -659.73285 Ha
HOMO level (spin up / spin down) = -7.3 / -8.4 eV
M = 157.12 g/mol
2S+1 = 2
expectation value of S² = 0.75

```
20
C5H10NaO4 (ωB97M-V/def2-TZVPD)
O -2.101 -1.293 2.994
C -0.916 -0.891 2.879
O -0.378 -0.099 3.692
O -0.244 -1.313 1.797
C 1.081 -0.824 1.595
C 1.667 -1.478 0.401
H 1.678 -1.028 2.503
H 1.061 0.271 1.470
H 2.669 -1.169 0.100
H 1.360 -2.493 0.146
Na -2.667 0.119 5.014
O 0.493 -0.155 -2.130
H 0.930 -0.753 -2.740
C -0.907 1.889 -2.059
C -0.174 0.921 -2.959
H -1.384 2.676 -2.659
H -1.683 1.371 -1.477
H -0.214 2.367 -1.351
H 0.598 1.442 -3.549
H -0.868 0.442 -3.668
```

Löwdin population analysis, charges in e, atoms 1 to 6: -0.0761, -0.8087, -0.0679, -0.0073, -0.2680, 0.0480

# 5
Entry from the Open Molecules 2025 dataset: a cluster of 2 separate species, C5H10O in total (ωB97M-V/def2-TZVPD).

Output
HOMO-LUMO gap (spin up / spin down) = 3.36 / 6.96 eV
calculated total energy = -271.63512 Ha
HOMO level (spin up / spin down) = 0.7 / -3.0 eV
charge = -1
M = 86.13 g/mol
2S+1 = 2
expectation value of S² = 0.75

```
16
C5H10O (ωB97M-V/def2-TZVPD)
C 1.515 2.233 -1.085
C 0.568 1.082 -0.968
C 0.477 0.110 -1.886
H 2.493 1.973 -1.455
H 1.141 3.055 -1.731
H 1.666 2.688 -0.114
H -0.046 1.117 -0.076
H 0.194 -0.887 -1.594
H 0.529 0.309 -2.947
O 0.586 -1.221 1.340
C -0.669 -1.277 1.140
C -1.664 -1.894 2.112
H -1.105 -1.060 0.155
H -1.845 -1.262 2.973
H -1.239 -2.833 2.495
H -2.603 -2.135 1.641
```

Löwdin population analysis, charges in e, atoms 1 to 6: -0.1369, -0.2456, -0.0334, 0.0550, 0.0663, 0.0562

# 6
Entry from the Open Molecules 2025 dataset: a cluster of 2 separate species, C5H10O in total (ωB97M-V/def2-TZVPD).

Output
HOMO-LUMO gap (spin up / spin down) = 2.57 / 6.01 eV
calculated total energy = -271.57927 Ha
HOMO level (spin up / spin down) = 1.3 / -2.3 eV
charge = -1
M = 86.13 g/mol
2S+1 = 2
expectation value of S² = 0.75

```
16
C5H10O (ωB97M-V/def2-TZVPD)
C -2.366 1.902 -0.243
C -1.612 0.627 0.050
C -1.856 -0.533 -0.561
H -3.091 1.932 0.572
H -1.703 2.764 -0.089
H -2.850 2.038 -1.205
H -1.145 0.524 1.027
H -1.279 -1.439 -0.422
H -2.716 -0.770 -1.187
C 1.490 -1.348 -0.634
C 2.067 -1.118 0.602
O 2.463 0.193 0.910
H 1.685 -0.639 -1.455
H 0.567 -1.874 -0.815
H 2.160 -1.847 1.396
H 2.919 0.636 0.183
```

Löwdin population analysis, charges in e, atoms 1 to 6: -0.1508, -0.2432, -0.0360, 0.0591, 0.0547, 0.0591

# 7
Entry from the Open Molecules 2025 dataset: a cluster of 2 separate species, C5H10O in total (ωB97M-V/def2-TZVPD).

Output
HOMO-LUMO gap = 8.70 eV
calculated total energy = -271.62912 Ha
HOMO level = -8.4 eV
M = 86.13 g/mol
SMILES string = C=CC(=C)C.O

```
16
C5H10O (ωB97M-V/def2-TZVPD)
C 1.167 1.006 -0.541
C 0.515 -0.158 -0.698
C -0.951 -0.433 -0.946
C -1.760 0.580 -1.260
C -1.482 -1.890 -0.970
H 0.810 2.018 -0.677
H 2.223 0.923 -0.939
H 0.960 -1.062 -0.284
H -2.662 0.532 -1.866
H -1.754 1.523 -0.699
H -1.108 -2.620 -0.278
H -1.218 -2.240 -1.983
H -2.632 -1.781 -0.778
O 2.398 1.524 4.102
H 3.082 1.027 4.562
H 2.413 1.051 3.257
```

Löwdin population analysis, charges in e, atoms 1 to 6: -0.0174, -0.1538, -0.3552, 0.0125, -0.0682, 0.0481

# 8
Entry from the Open Molecules 2025 dataset: the molecule C5H10O (ωB97M-V/def2-TZVPD).

Output
HOMO-LUMO gap = 10.88 eV
calculated total energy = -271.73467 Ha
HOMO level = -9.8 eV
M = 86.13 g/mol
SMILES string = CCCCC=O

```
16
C5H10O (ωB97M-V/def2-TZVPD)
C -0.233 -2.881 0.860
C 0.081 -1.784 -0.193
C -0.033 -0.365 0.381
C 0.199 0.710 -0.727
C 0.337 2.058 -0.135
O -0.385 2.998 -0.374
H 0.431 -2.772 1.767
H -1.235 -2.778 1.242
H -0.062 -3.876 0.436
H -0.600 -1.907 -1.057
H 1.105 -1.914 -0.564
H -1.015 -0.248 0.856
H 0.700 -0.200 1.193
H -0.658 0.737 -1.406
H 1.123 0.423 -1.218
H 1.183 2.126 0.629
```

Löwdin population analysis, charges in e, atoms 1 to 6: -0.1156, -0.2735, -0.2233, -0.1736, -0.2975, 0.0501

# 9
Entry from the Open Molecules 2025 dataset: a cluster of 2 separate species, C5H10O in total (ωB97M-V/def2-TZVPD).

Output
HOMO-LUMO gap = 9.75 eV
calculated total energy = -271.63645 Ha
HOMO level = -8.8 eV
M = 86.13 g/mol
SMILES string = C=CC.CC=O

```
16
C5H10O (ωB97M-V/def2-TZVPD)
C -0.378 -1.213 1.662
C 0.202 -1.335 0.458
C -0.671 -1.002 -0.968
H -0.099 -1.894 2.460
H -1.015 -0.369 1.900
H 0.881 -2.167 0.267
H -0.055 -1.548 -1.685
H -1.009 -0.064 -1.417
H -1.635 -1.504 -0.874
C 0.108 2.049 -0.103
C 1.063 0.968 -0.511
O 1.742 0.933 -1.517
H 0.657 2.840 0.413
H -0.373 2.465 -0.992
H -0.671 1.654 0.548
H 1.253 0.187 0.357
```

Löwdin population analysis, charges in e, atoms 1 to 6: -0.0349, -0.2149, -0.0647, 0.0529, 0.0533, 0.0938

# 10
Entry from the Open Molecules 2025 dataset: a cluster of 2 separate species, C5H10O in total (ωB97M-V/def2-TZVPD).

Output
HOMO-LUMO gap = 10.90 eV
calculated total energy = -271.67295 Ha
HOMO level = -9.7 eV
M = 86.13 g/mol
SMILES string = OC1CC1.C=C

```
16
C5H10O (ωB97M-V/def2-TZVPD)
O -0.143 0.926 -1.138
C -0.949 -0.171 -0.850
C -1.585 -0.293 0.508
C -2.400 0.123 -0.692
H 0.708 0.785 -0.696
H -0.674 -1.100 -1.356
H -1.746 -1.285 0.924
H -1.351 0.478 1.237
H -3.128 -0.571 -1.100
H -2.668 1.172 -0.762
C 2.556 -0.393 0.163
C 2.093 0.374 1.146
H 3.438 -0.121 -0.412
H 2.066 -1.327 -0.106
H 1.209 0.094 1.715
H 2.574 1.311 1.419
```

Löwdin population analysis, charges in e, atoms 1 to 6: -0.0298, -0.4076, -0.1151, -0.1069, 0.0347, 0.1388

# 11
Entry from the Open Molecules 2025 dataset: a cluster of 2 separate species, C5H10O in total (ωB97M-V/def2-TZVPD).

Output
HOMO-LUMO gap = 10.13 eV
calculated total energy = -271.66819 Ha
HOMO level = -9.3 eV
M = 86.13 g/mol
SMILES string = C=CCC=C.O

```
16
C5H10O (ωB97M-V/def2-TZVPD)
C 1.466 -0.601 -2.764
C 0.316 -1.050 -2.240
C 0.042 -0.998 -0.759
C -1.239 -0.264 -0.426
C -1.424 0.278 0.788
H 1.604 -0.659 -3.834
H 2.255 -0.493 -2.028
H -0.487 -1.355 -2.907
H 0.780 -0.285 -0.367
H 0.254 -1.954 -0.289
H -1.984 -0.073 -1.188
H -2.390 0.487 1.226
H -0.579 0.311 1.469
O 0.264 2.510 4.202
H 0.210 2.345 5.150
H 0.913 1.803 3.966
```

Löwdin population analysis, charges in e, atoms 1 to 6: -0.0032, -0.1994, -0.2287, -0.1764, -0.0054, 0.0492

# 12
Entry from the Open Molecules 2025 dataset: the molecule C5H10O (ωB97M-V/def2-TZVPD).

Output
HOMO-LUMO gap = 11.08 eV
calculated total energy = -271.70634 Ha
HOMO level = -10.0 eV
M = 86.13 g/mol
SMILES string = CC[C@H]1O[C@H]1C

```
16
C5H10O (ωB97M-V/def2-TZVPD)
C -1.354 -1.365 0.609
C 0.157 -1.324 0.354
C 0.613 0.063 0.719
O 1.733 0.724 0.156
C 0.428 1.260 -0.104
C 0.125 1.358 -1.574
H -1.591 -0.924 1.586
H -1.754 -2.382 0.597
H -1.885 -0.775 -0.146
H 0.674 -2.056 0.988
H 0.391 -1.570 -0.687
H 0.555 0.246 1.795
H 0.145 2.150 0.463
H 0.509 0.489 -2.113
H 0.666 2.239 -1.939
H -0.936 1.504 -1.802
```

Löwdin population analysis, charges in e, atoms 1 to 6: -0.0992, -0.1980, -0.3127, -0.0115, -0.3095, -0.0400

# 13
Entry from the Open Molecules 2025 dataset: the molecule C5H10O (ωB97M-V/def2-TZVPD).

Output
HOMO-LUMO gap = 11.14 eV
calculated total energy = -271.70862 Ha
HOMO level = -10.2 eV
M = 86.13 g/mol
SMILES string = OCC1CCC1

```
16
C5H10O (ωB97M-V/def2-TZVPD)
O -1.723 1.794 1.016
C -0.502 1.089 1.067
C -0.183 0.395 -0.234
C 1.259 -0.116 -0.213
C 0.828 -1.317 -1.084
C -0.635 -1.031 -0.648
H -1.957 2.038 1.919
H 0.360 1.769 1.234
H -0.494 0.353 1.888
H -0.360 1.092 -1.063
H 1.493 -0.474 0.798
H 2.027 0.611 -0.494
H 0.983 -1.162 -2.157
H 1.245 -2.292 -0.811
H -0.937 -1.649 0.205
H -1.405 -1.101 -1.422
```

Löwdin population analysis, charges in e, atoms 1 to 6: -0.0564, -0.2662, -0.3184, -0.1700, -0.1665, -0.1325

# 14
Entry from the Open Molecules 2025 dataset: the molecule C5H10O (ωB97M-V/def2-TZVPD).

Output
HOMO-LUMO gap = 9.91 eV
calculated total energy = -271.71321 Ha
HOMO level = -8.9 eV
M = 86.13 g/mol
SMILES string = C/C=C(/C)CO

```
16
C5H10O (ωB97M-V/def2-TZVPD)
C -1.608 -1.268 -0.129
C -0.237 -0.854 -0.599
C 0.431 0.242 -0.211
C 1.469 0.879 -1.101
C 0.103 0.926 1.107
O -0.165 -0.021 2.126
H -1.662 -2.300 0.232
H -2.242 -1.201 -1.024
H -2.027 -0.607 0.634
H 0.161 -1.434 -1.434
H 1.653 0.261 -1.986
H 2.422 1.114 -0.612
H 1.046 1.827 -1.466
H -0.783 1.570 1.028
H 0.936 1.575 1.426
H 0.503 -0.709 2.007
```

Löwdin population analysis, charges in e, atoms 1 to 6: -0.0916, -0.1262, -0.2975, -0.0677, -0.2351, -0.0789